Record 1
This record from the Open Molecules 2025 dataset describes C13H20ClIN2OPRhSe as an isolated structure. The level of theory is wB97M-V/def2-TZVPD.

Last column: Mulliken spin population.
Geometry (Å):
C (3.790, -1.816, -1.769)  0.211
I (5.826, -1.351, -1.393)  0.125
H (3.213, -2.768, -1.822)  -0.029
H (4.151, -1.978, -0.705)  -0.008
H (4.324, -1.876, -2.769)  -0.010
Rh (-1.219, -0.550, -1.452)  2.351
P (-0.508, 0.081, -3.316)  0.003
C (1.009, 0.631, -4.140)  0.017
C (-1.085, -1.304, -4.375)  0.016
H (-2.346, 1.446, -2.814)  -0.009
H (-1.912, 1.629, -4.557)  0.005
H (-0.940, 2.451, -3.311)  -0.002
C (-1.547, 1.559, -3.550)  0.003
H (-1.948, -1.737, -3.847)  -0.009
H (-1.355, -0.924, -5.379)  0.012
H (0.704, 0.998, -5.124)  0.003
H (1.719, -0.183, -4.241)  0.005
H (-0.280, -2.058, -4.473)  -0.002
H (1.423, 1.458, -3.559)  -0.001
C (2.861, -0.540, -1.679)  0.439
O (3.263, 0.512, -2.044)  0.200
Cl (-2.977, -1.462, -0.247)  0.155
C (0.984, 1.957, 2.520)  0.004
N (0.061, 0.821, 2.576)  0.023
C (-0.200, -0.072, 1.558)  0.030
Se (0.666, -0.053, -0.112)  0.415
N (-1.072, -0.966, 2.097)  0.011
C (-1.329, -0.708, 3.428)  0.017
C (-2.370, -1.125, 4.230)  -0.009
C (-2.677, -0.360, 5.362)  0.010
C (-1.933, 0.789, 5.678)  0.008
C (-0.872, 1.223, 4.859)  0.002
C (-0.583, 0.447, 3.749)  0.015
H (0.652, 2.697, 3.251)  0.003
H (0.989, 2.382, 1.519)  -0.002
H (1.997, 1.606, 2.803)  -0.001
H (-1.564, -1.708, 1.595)  -0.003
H (-2.920, -1.989, 3.894)  0.000
H (-3.481, -0.671, 6.014)  0.001
H (-2.179, 1.355, 6.564)  0.001
H (-0.337, 2.155, 4.982)  0.000

Calculated values
2S+1: 5
LUMO (spin up / spin down) (hartree): -0.3258 / -0.3362
Kohn-Sham gap (spin up / spin down) (eV): 4.14 / 4.96
<S²>: 6.021
Net charge: +2
ΔE to the lowest compared entry with this formula, charge and spin (eV): 4.052

=====

Record 2
This record from the Open Molecules 2025 dataset describes a 2-piece molecular cluster, C13H20ClN2O3 overall. The level of theory is wB97M-V/def2-TZVPD.

Last column: Löwdin charge in e.
Geometry (Å):
O (0.926, -1.497, 3.117)  -0.053
C (0.666, -1.650, 1.727)  -0.253
C (0.838, -0.299, 0.994)  -0.180
C (0.033, 0.863, 1.638)  -0.146
C (-1.517, 0.712, 1.560)  -0.301
C (-2.053, 0.258, 2.961)  -0.141
N (-3.106, -0.777, 2.923)  -0.048
C (-4.096, -0.587, 1.851)  -0.173
C (-3.494, -0.185, 0.463)  -0.159
N (-1.998, -0.127, 0.422)  -0.374
Cl (-1.590, 0.745, -1.044)  0.874
H (1.126, -2.365, 3.464)  0.095
H (1.444, -2.330, 1.322)  0.132
H (-0.305, -2.154, 1.521)  0.112
H (0.651, -0.437, -0.090)  0.066
H (1.911, -0.043, 1.062)  0.133
H (0.399, 0.969, 2.674)  0.127
H (0.289, 1.823, 1.148)  0.117
H (-1.922, 1.724, 1.381)  0.144
H (-1.190, -0.168, 3.507)  0.108
H (-2.356, 1.147, 3.554)  0.138
H (-3.636, -0.689, 3.783)  0.119
H (-4.891, 0.148, 2.088)  0.126
H (-4.598, -1.561, 1.699)  0.123
H (-3.801, -0.899, -0.322)  0.134
H (-3.935, 0.779, 0.164)  0.122
H (-1.611, -1.076, 0.399)  0.147
C (1.952, 1.005, -2.983)  0.009
C (2.523, 1.923, -3.760)  0.033
C (3.771, 1.626, -4.502)  -0.381
O (4.292, 2.459, -5.207)  0.131
C (4.354, 0.273, -4.347)  0.034
C (3.779, -0.643, -3.568)  0.025
C (2.534, -0.345, -2.828)  -0.383
O (2.004, -1.177, -2.116)  0.077
H (1.042, 1.199, -2.430)  0.083
H (2.110, 2.916, -3.885)  0.126
H (5.264, 0.075, -4.898)  0.129
H (4.190, -1.636, -3.442)  0.125

Calculated values
LUMO (hartree): -0.1621
Kohn-Sham gap (eV): 8.09
Net charge: +1

=====

Record 3
This record from the Open Molecules 2025 dataset describes C13H20F3InO7P as an isolated structure. The level of theory is wB97M-V/def2-TZVPD.

Last column: Löwdin charge in e.
Geometry (Å):
C (4.989, -1.339, -0.035)  -0.108
C (5.338, -0.328, -1.146)  -0.208
C (4.259, -0.167, -2.249)  -0.263
O (3.325, -1.220, -2.232)  -0.278
C (2.063, -0.833, -2.795)  -0.304
In (0.802, 0.461, -1.488)  0.591
C (-1.227, 0.582, -2.384)  -0.222
C (-2.380, 0.652, -1.387)  -0.381
O (-3.255, 1.742, -1.696)  -0.017
C (-3.207, -0.640, -1.352)  -0.584
F (-4.406, -0.468, -0.758)  0.116
F (-3.456, -1.187, -2.550)  0.138
F (-2.567, -1.590, -0.621)  0.108
P (1.727, 2.864, -1.584)  0.364
O (1.954, 3.360, -2.969)  -0.396
O (3.139, 3.023, -0.740)  -0.248
O (0.751, 3.939, -0.794)  -0.243
H (5.343, -0.975, 0.939)  0.061
H (5.471, -2.305, -0.214)  0.064
H (3.911, -1.494, 0.034)  0.064
H (5.496, 0.659, -0.695)  0.094
H (6.285, -0.619, -1.619)  0.093
H (3.743, 0.798, -2.126)  0.074
H (4.747, -0.126, -3.239)  0.119
H (1.512, -1.763, -2.984)  0.039
H (2.218, -0.343, -3.769)  0.047
H (0.792, -0.148, 0.177)  -0.094
H (-1.268, 1.492, -2.995)  0.054
H (-1.332, -0.267, -3.068)  0.041
H (-2.015, 0.768, -0.354)  0.121
H (-3.650, 2.061, -0.878)  0.090
H (3.116, 2.497, 0.069)  0.039
H (0.550, 3.582, 0.082)  0.037
C (-3.357, -0.807, 2.556)  0.036
C (-3.991, -1.926, 2.896)  0.030
C (-4.246, -2.265, 4.317)  -0.389
O (-4.824, -3.283, 4.635)  0.095
C (-3.765, -1.308, 5.347)  0.013
C (-3.134, -0.188, 5.008)  0.017
C (-2.885, 0.155, 3.583)  -0.378
O (-2.330, 1.187, 3.278)  0.111
H (-3.153, -0.548, 1.526)  0.096
H (-4.345, -2.636, 2.161)  0.125
H (-3.961, -1.580, 6.376)  0.117
H (-2.777, 0.527, 5.739)  0.119

Calculated values
LUMO (hartree): 0.0080
Kohn-Sham gap (eV): 5.01
Net charge: -1

=====

Record 4
This record from the Open Molecules 2025 dataset describes an isolated molecule of C13H20F3O5P. The level of theory is wB97M-V/def2-TZVPD.

Last column: Löwdin charge in e.
Geometry (Å):
C (3.821, 1.545, 0.884)  -0.339
P (3.160, 1.959, -0.856)  0.911
C (3.851, 0.815, -2.217)  -0.323
C (1.263, 2.145, -0.920)  -0.438
O (0.735, 2.449, -2.139)  -0.075
O (0.316, 2.050, 0.192)  -0.086
C (-0.315, 0.732, 0.319)  -0.435
O (-0.763, 0.106, -0.926)  -0.038
C (-1.721, 1.014, 1.187)  -0.095
C (-2.942, 1.601, 0.262)  -0.179
C (-4.287, 0.608, 0.269)  -0.172
C (-3.945, -0.955, -0.085)  -0.199
O (-4.523, -1.409, -1.387)  -0.148
C (-3.702, -0.643, -2.383)  -0.130
O (-2.617, -1.187, -2.969)  -0.037
C (0.610, -0.194, 1.300)  -0.103
C (1.271, -1.523, 0.617)  -0.115
C (2.160, -2.448, 1.665)  -0.038
F (2.468, -2.022, 3.078)  -0.060
C (2.614, -3.785, 1.109)  0.001
F (3.815, -3.794, 0.195)  -0.030
F (1.859, -5.046, 1.441)  -0.028
H (4.987, 1.777, 0.984)  0.067
H (3.736, 0.363, 1.021)  0.040
H (3.206, 2.016, 1.776)  0.064
H (3.323, -0.225, -2.319)  0.042
H (5.019, 0.650, -2.034)  0.070
H (3.795, 1.425, -3.241)  0.069
H (-0.019, -0.252, -1.488)  0.120
H (-1.431, 1.868, 1.968)  0.142
H (-2.101, 0.060, 1.752)  0.119
H (-2.636, 1.921, -0.822)  0.120
H (-3.314, 2.600, 0.800)  0.118
H (-4.758, 0.685, 1.362)  0.123
H (-5.119, 0.966, -0.472)  0.115
H (-4.496, -1.617, 0.741)  0.142
H (-2.812, -1.243, -0.036)  0.121
H (-4.039, 0.485, -2.571)  0.169
H (1.394, 0.537, 1.815)  0.120
H (-0.069, -0.584, 2.201)  0.134
H (1.849, -1.230, -0.361)  0.117
H (0.359, -2.219, 0.286)  0.142

Calculated values
LUMO (hartree): -0.0754
SMILES: CP(C)C(=O)O[C@](O)(CCCCOC=O)CCC(F)=C(F)F
Kohn-Sham gap (eV): 6.62
Net charge: 0

=====

net charge of number 4 (C13H20F3O5P)?
0

=====

What is the net charge in the fourth record?
0

=====

What is the net charge in the second record?
+1

=====

Which value of net charge does entry 2 give?
+1